# 1
Entry from OMol25: a cluster of 2 separate species, C9H14 in total at a distorted geometry (the ωB97M-V functional and the def2-TZVPD basis).

Calculated values
- Electronic energy: -9551.2924 eV
- Highest occupied orbital energy (spin up / spin down): -14.484 / -14.488 eV
- Relative energy (zero: lowest compared OMol25 entry of this formula, charge and spin): 14.4 kJ/mol
- Gap between HOMO and LUMO (spin up / spin down): 10.1 / 6.2 eV
- Charge: +1
- Multiplicity: 2

Atoms and positions in Å:
H: -0.24015 -0.01989 -1.08934
C: -2.00896 -0.52056 -3.41880
H: 2.15128 1.54849 3.91050
H: 0.51147 2.62528 2.10983
H: 0.12645 -0.56422 -3.89484
H: 1.32891 -1.62221 2.56589
H: -2.82494 -1.17339 -3.12520
C: 0.92357 -0.79023 2.00372
C: 0.94349 0.50227 2.54977
C: 0.11103 1.41722 0.42132
C: -0.66227 -1.23060 -3.53728
H: -0.39336 -1.68794 -2.58756
H: -0.68423 -1.96067 -4.35053
H: -2.27326 0.08021 -4.28727
C: 1.33381 0.81967 3.93742
C: 0.56524 1.62036 1.70752
H: 0.47181 -1.98551 0.27224
C: 0.07879 0.11414 -0.06092
H: -0.19373 2.27093 -0.16522
C: 0.51616 -1.00065 0.71510
H: -1.90292 0.25811 -2.64401
H: 1.63826 -0.02174 4.55219
H: 0.48353 1.32093 4.41547

***

# 2
Entry from OMol25: a cluster of 2 separate species, C9H14 in total at a distorted geometry (the ωB97M-V functional and the def2-TZVPD basis).

Calculated values
- Electronic energy: -9549.3218 eV
- Highest occupied orbital energy (spin up / spin down): -14.616 / -14.549 eV
- Relative energy (zero: lowest compared OMol25 entry of this formula, charge and spin): 204.5 kJ/mol
- Gap between HOMO and LUMO (spin up / spin down): 10.0 / 6.1 eV
- Charge: +1
- Multiplicity: 2

Atoms and positions in Å:
C: 1.16604 0.31479 0.82855
C: -0.45077 2.38245 1.46654
H: 1.96425 -0.50436 0.89590
H: -0.61805 -1.56788 -0.18177
H: 2.77438 0.67570 -1.53528
H: 0.54995 3.21397 -0.26346
H: -0.18748 -3.29567 -1.62697
H: 3.01823 2.30706 -0.90113
C: 2.23875 1.57472 -1.14375
C: 0.52891 2.46192 0.50776
H: -2.03583 -3.39217 -2.15429
H: -0.14434 -0.91005 1.76644
C: -0.86166 1.11377 1.94553
H: -2.29106 -2.13314 0.11626
C: 0.03859 0.11528 1.66148
C: 1.26469 1.35384 0.00018
H: -1.05315 3.28036 1.64271
C: -1.51845 -1.94012 -0.56697
C: -1.24534 -3.27509 -1.35252
H: -1.30544 -4.00862 -0.57873
H: -1.67301 1.10882 2.61997
H: 1.68288 2.28435 -1.87236
H: -1.84209 -1.15991 -1.27411

***

# 3
Entry from OMol25: a structure of composition C9H14AuN2P at a distorted geometry (the ωB97M-V functional and the def2-TZVPD basis).

Calculated values
- Electronic energy: -25514.8679 eV
- Highest occupied orbital energy (spin up / spin down): -2.950 / -7.812 eV
- Relative energy (zero: lowest compared OMol25 entry of this formula, charge and spin): 150.8 kJ/mol
- Gap between HOMO and LUMO (spin up / spin down): 3.5 / 7.9 eV
- Multiplicity: 3

Atoms and positions in Å:
H: 3.52882 -1.05273 3.17389
H: -1.65141 0.57146 -3.81112
C: -2.15203 -1.26198 -1.12056
H: -1.64329 2.99073 0.14834
C: 2.53381 -1.47928 2.99182
C: 1.20784 0.65746 2.65896
H: 1.60737 -1.58310 0.32734
H: 0.20907 3.67675 -0.76642
N: 0.66584 0.35947 0.51805
C: -1.50247 -0.07755 -2.95676
H: 2.06857 -1.69007 3.96083
C: 0.52214 1.20197 1.61297
H: -2.70716 -1.66868 -0.26119
H: 2.64238 -2.41192 2.43422
H: -0.02727 2.12972 1.55567
Au: -0.06208 0.42918 -1.47481
H: 0.35200 -1.33639 -3.46552
C: -0.77951 -1.65451 -1.47126
C: -2.57246 -0.33603 -1.99447
N: 1.71102 -0.56703 2.21569
C: 1.33828 -0.72494 0.92887
H: -0.24612 -2.47830 -1.01965
H: -3.53337 0.17961 -2.05909
H: 1.38549 1.01987 3.66089
C: -0.45962 -1.08013 -2.78604
H: -1.60124 3.44435 -1.98897
P: -0.83464 2.74206 -1.01165

***

# 4
Entry from OMol25: a structure of composition C9H14BrCoN2O at a distorted geometry (the ωB97M-V functional and the def2-TZVPD basis).

Calculated values
- Electronic energy: -122246.1902 eV
- Highest occupied orbital energy (spin up / spin down): -9.901 / -9.901 eV
- Gap between HOMO and LUMO (spin up / spin down): 5.1 / 2.7 eV
- Charge: +1
- Multiplicity: 4

Atoms and positions in Å:
H: 0.50529 1.48390 -0.41573
H: 2.55220 -0.40902 -1.38101
C: 2.90236 -2.47590 -2.52238
H: -2.24694 1.79000 5.07250
H: 2.03666 -4.50542 -3.02599
H: 2.08333 3.74841 -1.13101
H: -3.56029 1.86654 2.52691
C: 1.92941 -3.49874 -2.64985
C: 1.13808 3.20819 -1.07836
H: 0.21889 3.75797 -0.87604
H: 3.93690 -2.56688 -2.81877
C: 0.72510 -2.90609 -2.29993
C: -2.11456 1.22005 4.16474
H: 0.92165 2.78446 -2.05902
H: 0.20300 -0.93981 -1.62053
H: -0.59847 -0.11353 5.01051
Co: -3.43978 0.22903 -3.20263
H: -0.41013 -0.95929 2.43191
C: -1.19930 0.18819 4.16530
N: -2.06032 0.39586 2.20058
O: 1.22955 2.07374 -0.19407
H: -0.30560 -3.20768 -2.41444
C: -1.07777 -0.27434 2.93341
C: -2.73856 1.30057 2.94023
C: 2.25698 -1.34665 -1.82835
Br: -1.82811 0.46630 -1.29517
N: 0.91605 -1.62367 -1.83028
H: -1.97569 0.31377 1.19748

***

# 5
Entry from OMol25: a cluster of 2 separate species, C9H14ClN2O2 in total at a distorted geometry (the ωB97M-V functional and the def2-TZVPD basis).

Calculated values
- Electronic energy: -29146.1686 eV
- Highest occupied orbital energy: -12.550 eV
- Relative energy (zero: lowest compared OMol25 entry of this formula, charge and spin): 19.2 kJ/mol
- Gap between HOMO and LUMO: 8.5 eV
- Charge: +1

Atoms and positions in Å:
H: 2.89786 -0.86352 2.17434
C: 0.89194 -0.14450 -0.49674
N: -2.08426 -0.55643 -0.23144
N: -0.60951 1.29255 0.90383
H: 0.21196 1.82505 -0.94456
Cl: 1.28506 -2.65257 0.61899
H: 3.33762 1.55548 1.92624
C: 2.34995 -0.31092 1.42810
C: -1.11261 -1.19067 -0.70451
H: -4.11226 0.01561 1.36420
O: -3.41328 -0.94686 -0.34092
C: 1.71776 1.88187 0.61854
C: 2.53343 1.12436 1.35211
C: 0.50560 1.26141 -0.05532
H: -1.23087 -2.10558 -1.26501
H: 1.78997 2.95636 0.59239
H: -5.29390 -0.52436 0.14637
H: 1.60568 -2.20226 -2.11305
C: 2.12330 -1.24617 -2.20840
C: -4.31652 -0.06603 0.29203
H: -4.31079 0.92192 -0.17309
H: 3.06669 -1.28706 -1.65831
O: 1.31932 -0.16925 -1.73755
H: -1.84951 0.33567 0.29344
H: -0.33110 0.81715 1.75902
H: 2.31669 -1.03121 -3.25666
H: -0.81981 2.25746 1.14400
C: 1.53157 -0.94753 0.57196

***

# 6
Entry from OMol25: the ion C9H14ClN4 with charge +1 at a distorted geometry (the ωB97M-V functional and the def2-TZVPD basis).

Calculated values
- Electronic energy: -28033.8990 eV
- Highest occupied orbital energy: -13.381 eV
- Relative energy (zero: lowest compared OMol25 entry of this formula, charge and spin): 71.2 kJ/mol
- Gap between HOMO and LUMO: 9.3 eV
- Charge: +1
- Structure (SMILES): CCN([NH3+])[C@@]1(Cl)N=CC=C(C)[C@H]1C#N

Atoms and positions in Å:
H: 1.67629 0.93689 -1.65025
H: -2.91880 1.14981 0.47642
H: -2.55674 -1.82707 1.14478
H: 3.88833 -0.54654 -1.32653
H: -1.24940 -0.93782 -1.96763
N: 0.36288 -1.85416 -2.03084
H: 1.17741 1.80167 2.73348
C: 2.43199 0.02993 0.12870
N: 0.07173 1.44171 1.11499
N: -1.24053 0.02710 -0.17137
H: -1.84558 0.52348 1.73203
C: -0.15839 0.95325 -0.14122
C: 0.91160 -0.97824 -1.52808
H: -2.77464 -0.43331 -1.39646
C: 3.60283 -0.77748 -0.30134
C: 1.36091 0.20750 -0.90250
C: 2.32898 0.60214 1.34103
H: -3.84589 -0.82564 1.79725
H: 3.34336 -1.83852 -0.26977
C: -2.32349 0.28118 0.78443
H: 3.13227 0.50341 2.05358
N: -1.78404 -0.16655 -1.49321
H: -3.81499 -1.16955 0.08441
H: 4.45176 -0.61338 0.35670
Cl: -0.53171 2.40420 -1.25755
H: -1.68084 0.74070 -2.01905
C: 1.16876 1.32733 1.76022
C: -3.18404 -0.96200 0.94779

***

# 7
Entry from OMol25: the ion C9H14ClNOP with charge +1 at a distorted geometry (the ωB97M-V functional and the def2-TZVPD basis).

Calculated values
- Electronic energy: -34899.2314 eV
- Highest occupied orbital energy (spin up / spin down): -10.316 / -12.604 eV
- Gap between HOMO and LUMO (spin up / spin down): 7.4 / 5.8 eV
- Charge: +1
- Multiplicity: 3

Atoms and positions in Å:
Cl: -2.96595 0.67177 2.13918
H: 2.28591 1.30972 -3.66648
N: 1.33215 0.69753 -0.49954
O: -0.11492 -0.31762 1.49608
C: -0.58764 1.42921 -1.75961
H: 1.69713 2.61955 -2.64777
H: -1.43218 -2.87134 4.80710
C: 0.04597 0.89155 -0.52453
H: -0.18252 1.53859 -3.87289
C: -0.99945 -3.40355 3.96365
H: 3.15105 1.37921 -1.20032
H: 0.22458 -0.01109 -3.14275
H: -1.60301 1.04794 -1.86535
H: -0.51931 -2.92051 1.86357
H: -0.09096 -3.90010 4.30993
C: 0.24714 1.06843 -2.99207
H: 1.70259 0.28472 0.35643
P: -0.61272 -0.83490 3.08620
C: 1.68063 1.53865 -2.79013
H: -0.64975 2.51946 -1.67472
C: -0.68982 -2.48256 2.83782
C: 2.28012 0.83749 -1.57836
C: -0.73275 0.52552 0.65108
C: -1.98552 1.02432 0.80977
H: 2.61513 -0.17155 -1.84809
H: -2.40959 1.71521 0.10223
H: -1.68632 -4.18564 3.63955

***

# 8
Entry from OMol25: a structure of composition C9H14GeN2NiO4S3Se (the ωB97M-V functional and the def2-TZVPD basis).

Calculated values
- Electronic energy: -216144.5758 eV
- Highest occupied orbital energy: -1.755 eV
- Gap between HOMO and LUMO: 6.3 eV
- Charge: -2

Atoms and positions in Å:
C: 3.58577 3.36294 -0.12034
C: -3.00350 0.41678 -2.51099
O: -0.23438 -2.26460 0.66044
H: -3.91465 2.87039 0.70429
C: -4.70657 -0.36188 0.16138
Se: -3.09145 -1.32373 0.73926
S: 2.87151 0.73942 -0.14098
H: -2.38919 1.98270 0.46645
H: -2.69660 1.26377 -3.12717
S: 0.08938 1.68560 -1.24300
H: -2.86930 3.21773 -0.68852
H: -5.13727 0.10390 1.05076
H: -6.31927 1.14111 -2.50444
N: 4.42009 4.12117 0.12273
H: -3.51068 -0.30979 -3.14878
C: 1.34503 2.83240 -0.89515
H: -6.45443 2.26191 -1.14112
N: 0.84366 5.33041 -1.32234
H: -5.44374 -1.06114 -0.23564
Ge: -4.16851 1.06019 -1.08538
C: -3.08727 -2.58714 -0.72768
O: -0.32479 -1.39434 -1.59815
S: 0.27463 -2.47858 -0.69633
Ni: 1.05290 -0.21756 -0.83908
C: 1.07127 4.21754 -1.12230
C: -3.24687 2.42758 -0.03851
O: 0.02645 -3.81469 -1.19578
H: -2.10627 -0.04597 -2.09451
C: 2.54999 2.42171 -0.41637
H: -2.23261 -3.24266 -0.57556
H: -4.01377 -3.16191 -0.71672
H: -2.96317 -2.06863 -1.67542
O: 1.73861 -2.06600 -0.73359
C: -5.77685 1.87580 -1.90566
H: -5.48831 2.70269 -2.55744

***

# 9
Entry from OMol25: the ion C9H14N with charge +1 at a distorted geometry (the ωB97M-V functional and the def2-TZVPD basis).

Calculated values
- Electronic energy: -11037.7117 eV
- Highest occupied orbital energy (spin up / spin down): -12.372 / -12.521 eV
- Relative energy (zero: lowest compared OMol25 entry of this formula, charge and spin): 589.3 kJ/mol
- Gap between HOMO and LUMO (spin up / spin down): 7.7 / 7.8 eV
- Charge: +1

Atoms and positions in Å:
H: 0.99644 -0.55127 -1.83795
H: 0.16982 -1.92668 0.93516
C: -1.61586 1.52378 -1.47592
C: 1.37107 -0.31789 1.22598
H: -2.62543 -0.34413 1.54913
C: -1.00132 -0.30602 0.15524
N: -0.54978 0.62913 -0.96331
H: -1.62702 -1.09599 -0.25983
C: 0.06384 -0.03850 -2.12251
C: -2.78454 1.51633 -0.86465
H: -3.58033 2.06549 -1.28681
H: -1.42251 0.78276 2.08465
H: 2.81235 -0.26836 2.57933
H: -0.35588 -0.86337 -2.74890
C: 0.31152 -0.94588 0.69734
C: 2.49646 -0.94274 1.88619
H: 0.22763 1.17375 -0.61691
H: 3.30750 -1.14911 1.20442
H: 1.41490 0.72479 1.15920
C: -1.92547 0.45808 1.19715
H: -1.36950 2.31402 -2.12147
C: -2.78535 1.44568 0.55290
H: 2.21953 -1.91302 2.35099
H: 0.38718 0.67343 -2.89705

***

# 10
Entry from OMol25: the molecule C9H14N2O7 at a distorted geometry (the ωB97M-V functional and the def2-TZVPD basis).

Calculated values
- Electronic energy: -26873.0183 eV
- Highest occupied orbital energy: -9.140 eV
- Relative energy (zero: lowest compared OMol25 entry of this formula, charge and spin): 213.9 kJ/mol
- Gap between HOMO and LUMO: 9.3 eV
- Structure (SMILES): N[C@@H](CCC(=O)O)C(=O)N[C@@H](CC(=O)O)C(=O)O

Atoms and positions in Å:
C: -3.21869 -0.50335 0.58145
O: -3.09155 -0.75164 1.91838
C: 2.57900 0.43112 0.49039
H: -0.83600 -1.77899 0.93263
C: -0.58370 0.80082 0.35680
O: 1.80862 0.32736 -1.85216
O: -0.84299 -3.75644 -1.02932
H: -3.02381 0.07711 2.44883
N: -0.43689 -0.25325 -0.42300
H: -2.82851 -2.61486 0.12372
H: 3.58534 0.52482 1.05613
H: 0.00179 -0.06585 -1.33618
H: 3.76212 -0.88345 -2.17240
H: 0.75067 -3.03933 -2.51958
O: -1.21219 0.76494 1.42001
N: -0.06474 3.23822 0.91900
H: -1.02711 3.29789 1.32464
C: 2.61908 -0.02191 -0.97264
H: 0.19982 4.04836 0.41656
C: 0.39646 2.01771 0.22678
C: 1.75075 1.75092 0.88297
O: 3.61823 -0.79944 -1.19998
O: 0.54601 -2.26100 -1.94242
H: 1.59669 1.60162 2.01557
H: 2.10451 -0.35310 1.09963
C: -0.48982 -2.60359 -1.10218
H: -2.96239 -1.42652 -1.29524
H: 0.41378 2.14297 -0.85140
C: -2.63274 -1.57095 -0.27939
C: -1.04357 -1.49367 -0.17437
H: 2.44020 2.65531 0.73351
O: -3.87838 0.49819 0.20325

***

# 11
Entry from OMol25: the molecule C9H14N2O7 at a distorted geometry (the ωB97M-V functional and the def2-TZVPD basis).

Calculated values
- Electronic energy: -26872.7110 eV
- Highest occupied orbital energy: -9.849 eV
- Relative energy (zero: lowest compared OMol25 entry of this formula, charge and spin): 243.6 kJ/mol
- Gap between HOMO and LUMO: 10.3 eV
- Structure (SMILES): N[C@@H](CC(=O)O)C(=O)N[C@@H](CCC(=O)O)C(=O)O

Atoms and positions in Å:
N: -0.29979 -0.28962 0.17644
C: 1.13254 1.08215 1.62726
H: 0.25935 2.64317 -2.35153
H: -1.36452 -1.28308 3.16236
H: -2.44362 -1.33552 0.10235
C: -1.27447 -3.18861 0.76386
H: 1.93149 -0.47246 0.24087
O: -1.78516 -1.83151 2.49682
O: 0.87840 4.69742 -1.30262
O: 0.56521 0.61550 2.62598
C: -0.42871 -1.41764 -0.63459
H: 0.91837 0.57772 -1.87435
H: -0.88803 -0.14507 0.94215
H: -1.98124 -3.93321 1.01985
H: 2.55232 2.19024 0.91938
C: 1.43488 3.58683 -0.97482
C: -0.75134 -2.34922 1.86792
H: -0.43593 -3.74613 0.30820
C: -1.78676 -2.25261 -0.33861
H: -2.16273 -2.48910 -2.48210
N: -2.38395 -2.90917 -1.55854
C: 1.04670 0.36629 0.23509
C: 0.56116 2.43815 -1.30257
H: 2.31652 1.39115 -1.13104
H: 1.44637 5.43969 -1.10063
O: 2.12029 2.01516 1.82027
C: 1.29384 1.19296 -1.05489
H: -0.49216 2.45616 -0.71830
O: 0.38104 -2.14753 2.08051
H: -3.38135 -2.77133 -1.53341
O: 2.59229 3.58593 -0.59934
O: 0.42899 -1.71671 -1.43196

***

# 12
Entry from OMol25: the molecule C9H14N2Si at a distorted geometry (the ωB97M-V functional and the def2-TZVPD basis).

Calculated values
- Electronic energy: -20416.6759 eV
- Highest occupied orbital energy: -7.979 eV
- Relative energy (zero: lowest compared OMol25 entry of this formula, charge and spin): 29.9 kJ/mol
- Gap between HOMO and LUMO: 8.0 eV
- Structure (SMILES): C[Si](C)(C)/N=N/c1ccccc1

Atoms and positions in Å:
H: 1.96183 0.31930 -4.15361
N: 0.69136 -0.17599 0.17687
H: -0.88452 -0.91739 3.26045
H: -3.57328 1.35202 0.45093
C: -3.45041 0.32314 0.80753
C: -1.36561 2.19085 1.90374
H: -3.90018 0.21308 1.80713
C: 2.09553 -0.09012 -3.19490
H: 3.79232 -1.09457 -3.94605
C: 1.28756 0.19525 -2.11801
C: 2.78250 -1.17890 -0.71632
H: -3.77557 -0.37395 0.07060
C: 3.20324 -0.93102 -3.08928
H: 0.30647 0.61517 -2.14506
C: 3.56316 -1.40022 -1.79739
C: 1.65118 -0.36926 -0.90360
N: -0.40794 0.34259 0.00427
H: -1.58690 2.86886 1.08342
H: -1.53914 -2.00694 2.15978
C: -1.64828 -0.93573 2.52113
H: 4.50208 -1.93148 -1.67387
H: 3.07180 -1.50820 0.33885
H: -0.41779 2.52154 2.22167
H: -2.62930 -0.75145 2.94870
H: -2.11524 2.29619 2.71703
Si: -1.61487 0.42720 1.26600